Record 1
Density functional theory data (ωB97M-V with the def2-TZVPD basis set) for 2 unconnected molecules or ions with the total composition C5H12N6O at a distorted geometry.

Values from the calculation:
- Kohn-Sham gap: 9.4 eV
- SMILES: [H]/N=C\N(N)/C=N/[H].C/N=C(\N)C=O
- Lowest unoccupied orbital energy: 0.46 eV
- E_HOMO: -8.91 eV

```
! RIJCOSX wB97M-V def2-TZVPD def2/J DEFGRID3
* xyz 0 1
H 1.948 2.354 -0.828
N 1.012 1.901 -0.697
C 1.061 0.670 -0.376
N 2.143 -0.166 -0.127
N 1.909 -1.531 0.099
C 3.454 0.274 -0.079
N 4.447 -0.497 0.097
H 5.307 0.061 0.111
H 0.128 0.130 -0.270
H 1.326 -1.660 0.919
H 1.455 -1.951 -0.717
H 3.535 1.366 -0.200
C -3.688 -1.056 -0.529
N -3.053 0.247 -0.504
C -2.021 0.359 0.234
N -1.403 -0.570 1.024
C -1.355 1.707 0.265
O -0.385 1.943 0.931
H -3.008 -1.847 -0.897
H -4.041 -1.356 0.472
H -4.558 -1.020 -1.197
H -1.757 -1.519 1.103
H -0.593 -0.278 1.550
H -1.859 2.438 -0.382
*
```

Here are the Mulliken charges for atoms 1 to 4, given in e: atom 1 (H): 0.1872, atom 2 (N): -0.5572, atom 3 (C): -0.1657, atom 4 (N): 0.1995

=====

Record 2
Density functional theory data (ωB97M-V with the def2-TZVPD basis set) for C5H6N2S in the gas phase at a distorted geometry.

Values from the calculation:
- Kohn-Sham gap: 7.0 eV
- SMILES: S=C/C=C1\C=CNN1
- Lowest unoccupied orbital energy: -0.19 eV
- E_HOMO: -7.20 eV

```
! RIJCOSX wB97M-V def2-TZVPD def2/J DEFGRID3
* xyz 0 1
S 2.812 0.913 -1.122
C 2.490 0.498 0.534
C 1.227 -0.035 1.001
C 0.017 -0.078 0.317
C -0.137 -0.029 -1.044
C -1.500 -0.250 -1.389
N -2.212 -0.233 -0.183
N -1.289 -0.227 0.851
H 3.206 0.388 1.280
H 1.241 -0.013 2.070
H 0.590 0.414 -1.794
H -1.918 -0.362 -2.461
H -2.907 -0.912 0.188
H -1.622 -0.076 1.753
*
```

Here are the Mulliken charges for atoms 1 to 4, given in e: atom 1 (S): -0.4056, atom 2 (C): -0.3080, atom 3 (C): -0.8283, atom 4 (C): 0.9250

=====

Record 3
Density functional theory data (ωB97M-V with the def2-TZVPD basis set) for 2 unconnected molecules or ions with the total composition C4H9N at a distorted geometry.

Values from the calculation:
- Kohn-Sham gap: 10.5 eV
- SMILES: C=NC.C=C
- Lowest unoccupied orbital energy: 1.12 eV
- E_HOMO: -9.40 eV

```
! RIJCOSX wB97M-V def2-TZVPD def2/J DEFGRID3
* xyz 0 1
C 1.969 1.543 3.425
N 1.691 0.932 2.361
C 1.937 1.521 1.070
H 1.606 1.087 4.340
H 2.591 2.443 3.459
H 3.015 1.547 0.851
H 1.514 2.503 0.978
H 1.604 0.868 0.263
C -2.543 -2.180 -2.128
C -2.776 -1.972 -3.428
H -3.400 -2.164 -1.466
H -1.518 -2.386 -1.858
H -3.777 -1.989 -3.830
H -1.913 -1.754 -4.036
*
```

Here are the Mulliken charges for atoms 1 to 4, given in e: atom 1 (C): -0.2599, atom 2 (N): -0.3980, atom 3 (C): -0.7549, atom 4 (H): 0.2623